# 1
{
  "formula": "C13H52N26O13",
  "method": "the ωB97M-V functional and the def2-TZVPD basis",
  "largest_force_ev_per_a": 10.10,
  "energy_ha": -2928.39521,
  "orbital_gap_ev": [8.05, 2.71],
  "lumo_ev": [-2.3, -7.7],
  "relative_energy_kcal_mol": 12.99,
  "spin_multiplicity": 2,
  "s_squared": 0.767,
  "total_charge": 1,
  "species": ["C", "O", "N", "N", "H", "H", "H", "H", "C", "O", "N", "N", "H", "H", "H", "H", "C", "O", "N", "N", "H", "H", "H", "H", "C", "O", "N", "N", "H", "H", "H", "H", "C", "O", "N", "N", "H", "H", "H", "H", "C", "O", "N", "N", "H", "H", "H", "H", "C", "O", "N", "N", "H", "H", "H", "H", "C", "O", "N", "N", "H", "H", "H", "H", "C", "O", "N", "N", "H", "H", "H", "H", "C", "O", "N", "N", "H", "H", "H", "H", "C", "O", "N", "N", "H", "H", "H", "H", "C", "O", "N", "N", "H", "H", "H", "H", "C", "O", "N", "N", "H", "H", "H", "H"],
  "positions_angstrom": [[-0.52753, -0.39436, 5.41330], [0.36519, -1.21467, 5.49612], [-1.32699, -0.00851, 6.33299], [-0.85371, 0.05442, 4.23534], [-2.03143, 0.67091, 6.08347], [-1.40821, -0.37811, 7.26942], [-0.31124, -0.06181, 3.39136], [-1.62022, 0.71138, 4.20412], [-1.01651, 3.31884, -2.56635], [-1.78305, 2.66522, -3.22494], [0.17594, 2.95642, -2.29850], [-1.30252, 4.47110, -1.98701], [0.54945, 2.03193, -2.45944], [0.81078, 3.69243, -2.02394], [-2.23575, 4.85615, -1.95671], [-0.65812, 4.94315, -1.36895], [-0.37495, 0.25741, 0.66657], [-0.51025, 1.00025, 1.66176], [0.68495, 0.20538, -0.15263], [-1.07462, -0.76896, 0.34082], [0.66362, -0.42052, -0.94503], [1.57461, 0.64524, 0.03474], [-0.76352, -1.37019, -0.40874], [-1.89746, -1.01437, 0.87261], [1.34173, -3.61659, -1.49364], [1.27868, -2.55859, -0.81780], [0.74761, -3.85391, -2.65990], [2.13888, -4.64343, -1.21042], [0.95750, -4.60244, -3.30468], [0.12321, -3.07657, -2.82104], [2.39153, -5.17086, -2.03388], [2.65980, -4.59229, -0.34664], [-3.79388, 1.76468, 0.46273], [-4.59168, 0.95960, 0.03509], [-2.89326, 2.38129, -0.23802], [-3.68489, 2.07717, 1.68285], [-2.89720, 2.14193, -1.21923], [-2.09579, 2.78579, 0.23157], [-4.28974, 1.59653, 2.33340], [-3.08971, 2.76244, 2.12588], [-0.78794, -0.50338, -3.86741], [-0.76733, -1.19142, -2.78326], [-1.77208, -0.53447, -4.75353], [0.15481, 0.23486, -4.17398], [-1.65688, 0.17974, -5.45832], [-2.61387, -1.07997, -4.63559], [-0.03335, 0.81803, -4.97686], [1.02000, 0.27058, -3.65411], [-0.87537, 4.72889, 1.37268], [-1.89975, 4.58335, 1.92723], [-0.39029, 5.84534, 0.96549], [-0.02996, 3.74756, 1.09041], [-0.84753, 6.67256, 1.32148], [0.52747, 5.88272, 0.54547], [0.84828, 4.08643, 0.72443], [-0.30875, 2.80653, 1.32882], [3.89287, -0.66212, 1.46792], [3.08612, -0.26911, 2.30842], [3.54797, -1.21676, 0.32857], [5.20638, -0.58027, 1.57326], [4.32010, -1.72606, -0.07704], [2.59548, -1.44454, 0.08166], [5.65573, -0.08882, 2.33265], [5.72638, -1.06297, 0.85445], [3.90756, 2.24313, -0.96274], [2.82641, 1.92651, -1.36453], [4.17227, 2.56449, 0.25254], [4.92665, 2.39449, -1.76778], [5.04284, 2.97633, 0.55685], [3.40335, 2.42769, 0.89295], [4.64772, 2.52712, -2.72941], [5.67884, 2.90066, -1.32268], [-4.46587, -1.72606, -2.23601], [-4.24527, -2.62843, -3.00183], [-3.51633, -0.93346, -1.79050], [-5.65079, -1.40552, -1.80641], [-3.79960, -0.09901, -1.29700], [-2.69875, -0.93325, -2.38354], [-5.71600, -0.69385, -1.09270], [-6.46999, -1.87295, -2.16768], [0.60039, -3.72627, 2.92555], [0.12410, -4.64178, 2.29408], [0.90802, -2.54744, 2.43044], [0.59494, -3.81497, 4.20556], [1.54515, -1.97466, 2.96530], [0.83958, -2.48789, 1.42453], [0.60400, -2.93749, 4.70561], [0.20459, -4.62281, 4.66935], [-3.35759, -2.87179, 2.69048], [-4.26353, -3.36761, 2.14979], [-2.81749, -3.17838, 3.78577], [-2.99992, -1.74218, 2.30061], [-3.16603, -3.96420, 4.31597], [-2.18085, -2.62693, 4.34317], [-3.44902, -1.39802, 1.46397], [-2.17657, -1.24841, 2.61432], [3.52180, -0.72106, -3.95479], [3.74805, -1.41965, -4.90786], [3.20827, -1.18086, -2.77075], [3.35739, 0.59490, -4.01262], [3.44263, -0.59350, -1.98324], [3.06589, -2.17459, -2.65972], [3.15436, 1.06738, -3.14334], [3.41915, 1.21014, -4.81122]],
  "forces_ev_per_angstrom": [[2.38, -2.75, -1.80], [1.47, -1.06, 1.25], [-3.43, 1.95, 4.33], [-1.65, 1.98, -3.29], [0.12, -0.19, 0.38], [0.56, -0.10, -0.37], [0.21, 0.14, 0.35], [0.35, 0.03, -0.65], [-2.11, 0.45, -0.32], [-2.17, -1.53, -1.18], [5.65, -1.29, 0.82], [-1.44, 3.26, 1.11], [-0.23, 0.42, -0.04], [0.26, -0.75, 0.17], [0.13, -0.30, -0.41], [-0.23, -0.31, -0.09], [3.17, 1.03, 1.05], [-0.45, -0.14, -0.96], [2.25, 1.92, -0.85], [-4.77, -2.75, -0.30], [0.15, -0.03, 0.09], [-0.43, 0.34, 0.03], [-0.16, -0.24, 0.24], [0.48, -0.16, -0.44], [1.14, 0.23, 0.43], [-0.84, -1.20, -0.64], [-1.71, 2.17, -0.45], [1.17, -0.36, 1.13], [-0.36, 0.30, 0.34], [-0.38, -0.16, -1.25], [0.48, -0.51, 0.94], [0.21, -0.45, -0.36], [0.97, 0.29, -0.68], [-1.99, -2.55, -1.90], [1.81, 0.84, -3.45], [-1.32, 0.12, 6.97], [0.62, 0.55, -0.13], [-0.14, 0.06, -0.53], [-0.05, 0.04, -0.15], [0.23, 0.30, -0.73], [-3.18, -4.99, 4.32], [-0.97, 0.52, -1.19], [-1.27, 0.11, -0.84], [4.84, 4.28, -1.98], [-1.10, -0.50, -0.27], [0.28, 0.18, -0.22], [1.14, 0.32, 0.24], [-0.02, -0.03, -0.25], [2.14, -2.35, -0.23], [-4.60, -0.62, 2.18], [0.92, 5.44, -1.39], [0.87, -1.23, -0.61], [0.37, 0.17, -0.35], [-0.36, 0.57, 0.37], [0.04, -1.42, 0.16], [0.89, -0.68, 0.06], [-1.89, 0.91, 2.22], [0.10, 0.50, -0.06], [-0.22, -1.11, -2.55], [2.58, 0.30, 0.45], [-0.81, -0.26, -0.65], [0.01, -0.48, 0.20], [-0.14, -0.41, -0.17], [0.56, 0.53, 0.61], [0.66, 0.69, -0.97], [-3.58, -1.47, -0.99], [-0.33, 0.64, 4.54], [2.29, 0.27, -1.85], [-0.38, -0.28, 0.12], [0.44, 0.08, 0.45], [0.83, 0.12, 0.02], [0.36, -0.02, -1.16], [-2.43, -1.67, 0.26], [1.24, -1.41, -2.09], [2.50, 1.53, -0.14], [-2.25, 0.74, 1.09], [-0.17, 1.23, 1.06], [1.76, -0.19, 0.33], [-0.50, 0.14, 0.03], [0.16, 0.00, 0.25], [-2.31, -1.83, -1.29], [-0.13, -1.60, -2.56], [0.93, 2.35, -1.24], [0.78, 0.52, 5.29], [0.03, 0.37, -0.47], [0.43, 0.18, 0.08], [0.16, -0.07, 0.58], [0.17, 0.16, -0.48], [-1.28, -0.61, 0.66], [-4.73, -4.35, -2.78], [2.69, -3.74, 7.06], [3.15, 8.75, -3.94], [0.01, -0.09, -0.47], [0.00, 0.22, -0.69], [-0.24, -0.03, 0.36], [-0.15, -0.13, 0.37], [-0.19, -0.62, -2.68], [0.43, -0.85, -1.28], [-0.42, -1.24, 3.34], [-0.23, 3.74, 0.21], [-0.40, -0.45, 0.32], [0.37, 0.31, 0.11], [-0.17, 0.14, 0.03], [0.38, -0.86, -0.20]],
  "mulliken_spin": [0.000, 0.000, 0.000, 0.000, 0.000, 0.000, 0.000, 0.000, 0.000, 0.000, 0.001, 0.000, 0.000, 0.000, 0.000, 0.000, -0.009, 0.002, 0.018, 0.029, -0.003, -0.003, 0.001, 0.007, 0.000, -0.001, 0.000, 0.000, 0.000, 0.000, 0.000, 0.000, -0.002, 0.001, 0.000, 0.001, -0.001, 0.001, 0.000, 0.000, 0.004, 0.003, 0.002, 0.000, 0.000, -0.002, 0.000, 0.000, 0.000, 0.000, 0.000, 0.000, 0.000, 0.000, 0.000, 0.001, 0.000, 0.000, 0.000, 0.000, 0.000, 0.000, 0.000, 0.000, 0.000, 0.000, 0.000, 0.000, 0.000, 0.000, 0.000, 0.000, -0.044, 0.333, 0.686, 0.015, -0.019, -0.028, 0.000, -0.001, 0.000, 0.000, 0.000, 0.000, 0.000, 0.001, 0.000, 0.000, 0.001, 0.001, 0.000, 0.003, 0.000, 0.000, -0.002, 0.001, 0.000, 0.000, 0.000, 0.000, 0.000, 0.000, 0.000, 0.000]
}



# 2
{
  "formula": "C13H6Cl2NO4ReS",
  "method": "the ωB97M-V functional and the def2-TZVPD basis",
  "largest_force_ev_per_a": 2.84,
  "energy_ha": -2251.25043,
  "orbital_gap_ev": [6.53, 6.70],
  "lumo_ev": [-6.2, -5.8],
  "relative_energy_kcal_mol": 9.54,
  "spin_multiplicity": 4,
  "s_squared": 3.886,
  "total_charge": 1,
  "species": ["Re", "O", "C", "O", "C", "C", "C", "N", "C", "C", "C", "O", "O", "H", "H", "H", "Cl", "C", "C", "C", "C", "C", "Cl", "C", "S", "H", "H", "H"],
  "positions_angstrom": [[-0.03960, 0.12519, -0.18146], [-0.66005, -7.33203, -1.65264], [-0.39589, -7.45678, -0.54552], [-0.13019, -7.54799, 0.56306], [-0.25179, -4.56278, -0.37313], [-0.51617, -3.93947, -1.55380], [-0.46123, -2.54996, -1.52980], [-0.16473, -1.88813, -0.40397], [0.08393, -2.57872, 0.72169], [0.05512, -3.96888, 0.80549], [0.41639, -1.70698, 1.96516], [0.65397, -2.21897, 3.01913], [0.38718, -0.45823, 1.66283], [-0.75590, -4.46315, -2.46572], [-0.65490, -1.95397, -2.41499], [0.26747, -4.44628, 1.75040], [0.14681, 2.29869, 0.27028], [-0.17107, 3.20935, -1.17279], [-0.11953, 4.58940, -1.16142], [-0.38154, 5.27773, -2.34179], [-0.68830, 4.59852, -3.50737], [-0.73958, 3.20864, -3.51623], [-1.11621, 2.35644, -4.94463], [-0.47810, 2.49762, -2.33474], [-0.53383, 0.74996, -2.30987], [0.11936, 5.11744, -0.25358], [-0.34392, 6.35544, -2.34372], [-0.88987, 5.14173, -4.41744]],
  "forces_ev_per_angstrom": [[-0.33, -0.67, -1.26], [-0.41, 0.12, -1.70], [0.01, 0.00, 0.04], [0.39, -0.22, 1.65], [-0.04, -0.49, -0.07], [-0.07, 0.59, -0.39], [-0.13, -0.60, -0.45], [-0.06, -1.09, -0.09], [0.30, -0.23, 1.26], [0.07, 0.96, 0.14], [-0.21, -2.79, -0.47], [-0.02, 0.34, -0.12], [0.13, 2.28, 0.22], [-0.02, -0.08, -0.08], [0.01, -0.10, 0.07], [0.00, -0.11, 0.03], [0.31, 1.97, 1.01], [-0.34, 0.62, -1.50], [0.04, -0.21, 0.21], [0.02, -0.24, 0.12], [-0.03, -0.18, -0.09], [0.17, 0.21, 0.68], [-0.09, -0.01, -0.35], [0.06, 0.29, 0.21], [0.19, -0.53, 0.86], [0.04, 0.11, 0.14], [0.00, 0.09, 0.00], [-0.02, 0.01, -0.08]],
  "mulliken_spin": [2.359, 0.010, -0.010, 0.010, 0.839, -0.012, 0.054, -0.011, -0.008, 0.053, -0.006, 0.000, -0.001, 0.033, 0.002, 0.039, 0.006, -0.049, 0.029, -0.039, 0.023, -0.033, -0.005, 0.010, -0.295, 0.001, -0.002, 0.000]
}